Record 1
{
  "formula": "C2H2BrN3",
  "method": "ωB97M-V/def2-TZVPD",
  "species": ["C", "C", "N", "N", "N", "Br", "H", "H"],
  "coordinates": [[1.448157, 1.491768, -0.199609], [0.132866, -0.380408, 0.203480], [2.379502, 2.147216, -0.305725], [0.298155, 0.805609, -0.150009], [-1.678468, -1.034548, 0.233265], [1.220826, -1.893347, 0.281387], [-2.202066, -0.255319, 0.658226], [-1.598973, -0.880968, -0.721014]],
  "forces_ev_per_a": [[-0.65, -0.91, -0.33], [-4.01, -1.20, -0.42], [0.75, 0.56, 0.02], [-0.06, -0.36, 1.06], [4.26, 1.15, 2.51], [0.18, 0.50, 0.23], [0.44, -0.07, -0.46], [-0.91, 0.32, -2.61]],
  "homo_energy_ha": -0.393,
  "e_above_lowest_kj_mol": 259.45,
  "orbital_gap_ev": 10.058,
  "e_tot_ev": -76615.8258,
  "charge": 0
}

***

Record 2
{
  "formula": "C2H2BrNO2",
  "method": "ωB97M-V/def2-TZVPD",
  "species": ["O", "C", "N", "O", "C", "Br", "H", "H"],
  "coordinates": [[0.841721, -1.801562, 1.683685], [0.692330, -1.112174, 0.757737], [-0.551458, -0.496396, 0.439705], [-1.524699, -0.894498, 1.059995], [-0.755313, 0.358112, -0.611133], [0.870426, 1.144113, -1.362456], [1.462558, -0.708937, 0.121569], [-1.775222, 0.852118, -0.784859]],
  "forces_ev_per_a": [[-0.21, -1.35, 1.33], [1.89, 1.47, -0.91], [-2.41, 2.15, -3.15], [-1.83, -0.79, 1.55], [1.44, 0.03, 1.20], [-1.37, -0.07, -0.01], [0.64, -0.36, -0.39], [1.84, -1.07, 0.38]],
  "homo_energy_ha": [-0.345, -0.338],
  "e_above_lowest_kj_mol": 316.72,
  "smiles": "O=C/[N+]([O-])=C\\Br",
  "orbital_gap_ev": [8.266, 8.059],
  "e_tot_ev": -77730.0519,
  "charge": 0
}

***

Record 3
{
  "formula": "C2H2BrNO2",
  "method": "ωB97M-V/def2-TZVPD",
  "species": ["O", "N", "O", "C", "C", "Br", "H", "H"],
  "coordinates": [[1.524300, 1.151658, 0.000059], [1.308580, -0.040112, -0.000158], [2.149698, -0.908863, 0.000005], [-0.059101, -0.478006, 0.000081], [-1.047276, 0.411060, 0.000005], [-2.846040, -0.060641, -0.000003], [-0.182666, -1.550131, 0.000220], [-0.847494, 1.475035, -0.000206]],
  "forces_ev_per_a": [[0.24, 0.41, 0.00], [0.08, 0.29, 0.00], [0.31, -0.32, 0.00], [-1.30, -0.18, 0.00], [0.59, -0.04, 0.00], [0.00, -0.10, 0.00], [0.09, 0.05, 0.00], [-0.01, -0.10, 0.00]],
  "homo_energy_ha": -0.390,
  "e_above_lowest_kj_mol": 292.40,
  "smiles": "O=[N+]([O-])/C=C/Br",
  "orbital_gap_ev": 9.823,
  "e_tot_ev": -77730.3040,
  "charge": 0
}

***

Record 4
{
  "formula": "C2H2BrO2S",
  "method": "ωB97M-V/def2-TZVPD",
  "species": ["C", "C", "O", "O", "S", "Br", "H", "H"],
  "coordinates": [[0.169375, -1.971732, 0.325108], [-0.662669, -0.242233, -0.207928], [0.208624, -2.121087, 1.500691], [0.544081, -2.385909, -0.731306], [0.118612, 1.288654, 0.041053], [-2.669078, -0.125185, 0.318234], [-0.759015, -0.125265, -1.379337], [0.441626, 1.191873, 1.410432]],
  "forces_ev_per_a": [[-0.15, 2.11, -1.16], [-0.73, -0.61, -2.16], [-0.30, -0.17, 1.23], [0.26, -0.94, -0.72], [0.91, 0.64, 1.99], [0.25, -0.09, 0.03], [0.07, -0.97, 2.12], [-0.30, 0.03, -1.34]],
  "homo_energy_ha": -0.146,
  "e_above_lowest_kj_mol": 124.42,
  "orbital_gap_ev": 7.355,
  "e_tot_ev": -87080.0600,
  "charge": -1
}

***

Record 5
{
  "formula": "C2H2BrO2S2",
  "method": "ωB97M-V/def2-TZVPD",
  "species": ["C", "C", "O", "O", "S", "S", "Br", "H", "H"],
  "coordinates": [[0.175399, -1.114140, 0.394786], [-0.453004, 0.303572, -0.146876], [0.037908, -1.281475, 1.601285], [0.959285, -1.611955, -0.374299], [-0.640827, 0.535469, -1.940783], [0.776205, 1.557065, 0.481204], [-2.171953, 0.635954, 0.726599], [0.467374, -0.011523, -2.412881], [0.849610, 0.987029, 1.670965]],
  "forces_ev_per_a": [[0.73, 0.85, 1.32], [-0.83, -1.35, -0.81], [-1.01, 0.06, 0.64], [0.80, -0.95, -2.22], [-0.80, 0.25, 0.39], [1.97, 2.19, -0.38], [-0.93, 0.03, 0.13], [0.51, -0.40, 0.28], [-0.44, -0.69, 0.65]],
  "homo_energy_ha": [-0.029, -0.184],
  "e_above_lowest_kj_mol": 270.91,
  "orbital_gap_ev": [3.946, 5.603],
  "s2": 2.01,
  "e_tot_ev": -97911.6362,
  "charge": -1,
  "multiplicity": 3
}

***

Record 6
{
  "formula": "C2H2Cl2F2",
  "method": "ωB97M-V/def2-TZVPD",
  "species": ["F", "C", "F", "Cl", "C", "Cl", "H", "H"],
  "coordinates": [[0.273691, 0.523880, 1.302583], [0.489663, 0.378064, -0.003044], [1.161755, 1.436311, -0.392435], [1.606749, -1.005449, -0.111105], [-0.837404, 0.339519, -0.780011], [-2.141672, -0.357250, 0.059553], [-0.990798, 1.420315, -0.948123], [-0.748072, -0.201663, -1.668504]],
  "forces_ev_per_a": [[-0.51, 0.28, 0.75], [-0.13, -1.23, 0.63], [0.77, 1.29, -0.78], [-0.35, -0.31, -0.50], [1.32, 1.64, 0.64], [-1.24, -0.64, 1.00], [-0.37, -0.58, -0.20], [0.50, -0.45, -1.53]],
  "homo_energy_ha": -0.418,
  "e_above_lowest_kj_mol": 0.79,
  "smiles": "FC(F)(Cl)CCl",
  "orbital_gap_ev": 12.192,
  "e_tot_ev": -32586.2184,
  "charge": 0
}

***

Record 7
{
  "formula": "C2H2Cl2F2",
  "method": "ωB97M-V/def2-TZVPD",
  "species": ["F", "C", "F", "C", "Cl", "Cl", "H", "H"],
  "coordinates": [[-0.826568, -0.525302, 1.503212], [-0.598016, -0.412951, 0.127922], [-1.687106, 0.276842, -0.450525], [0.596110, 0.331839, -0.260506], [2.053395, -0.558766, 0.202986], [0.701582, 1.923111, 0.515675], [-0.738839, -1.428327, -0.247079], [0.499442, 0.393552, -1.391685]],
  "forces_ev_per_a": [[0.47, 0.62, -1.60], [-3.66, -0.73, 1.31], [0.88, -0.37, 0.89], [1.34, 0.54, -1.13], [0.00, -0.34, -0.30], [-0.42, -0.10, -0.44], [0.81, 0.06, -0.18], [0.57, 0.30, 1.43]],
  "homo_energy_ha": -0.417,
  "e_above_lowest_kj_mol": 22.61,
  "smiles": "FC(F)C(Cl)Cl",
  "orbital_gap_ev": 12.057,
  "e_tot_ev": -32585.9922,
  "charge": 0
}

***

Record 8
{
  "formula": "C2H2Cl2F2",
  "method": "ωB97M-V/def2-TZVPD",
  "species": ["F", "C", "F", "Cl", "C", "Cl", "H", "H"],
  "coordinates": [[1.163220, -0.430976, -1.302049], [-0.082692, -0.138829, -0.733453], [-0.866624, -1.165231, -0.947371], [-0.757827, 1.161178, -1.613848], [-0.002497, 0.231662, 0.786750], [1.233375, -0.883309, 1.567835], [0.224817, 1.293954, 1.097124], [-0.911772, -0.068447, 1.145012]],
  "forces_ev_per_a": [[-1.41, 0.26, 0.93], [2.41, 0.92, 0.37], [-0.36, -1.53, 0.36], [-0.51, 1.55, -0.76], [3.07, -0.08, -0.84], [-0.75, 0.75, -0.29], [-0.10, -1.32, -0.96], [-2.35, -0.54, 1.19]],
  "homo_energy_ha": -0.416,
  "e_above_lowest_kj_mol": 15.54,
  "smiles": "FC(F)(Cl)CCl",
  "orbital_gap_ev": 12.058,
  "e_tot_ev": -32586.0655,
  "charge": 0
}

***

Record 9
{
  "formula": "C2H2Cl2N2",
  "method": "ωB97M-V/def2-TZVPD",
  "species": ["Cl", "N", "C", "C", "N", "Cl", "H", "H"],
  "coordinates": [[1.379975, -1.276078, 2.032166], [-0.270849, -1.391739, 0.990356], [-0.774567, -0.559809, 0.242033], [-0.446463, 0.791887, -0.056156], [-0.087112, 1.487600, -1.036656], [0.686987, 0.758091, -2.638260], [-0.626732, -2.269371, 1.212504], [0.138761, 2.459420, -0.745987]],
  "forces_ev_per_a": [[-0.71, 0.05, -0.63], [1.19, 0.60, 0.65], [0.75, 3.62, -1.54], [-0.99, -2.73, 0.62], [0.22, 0.14, 1.23], [-0.23, 0.63, 0.70], [-0.43, -1.58, 0.54], [0.18, -0.73, -1.57]],
  "homo_energy_ha": -0.332,
  "e_above_lowest_kj_mol": 313.72,
  "smiles": "ClNC#CNCl",
  "orbital_gap_ev": 7.820,
  "e_tot_ev": -30126.2308,
  "charge": 0
}

***

Record 10
{
  "formula": "C2H2Cl2N2O2",
  "method": "ωB97M-V/def2-TZVPD",
  "species": ["C", "C", "N", "N", "O", "O", "Cl", "Cl", "H", "H"],
  "coordinates": [[-4.362026, 0.043409, 0.236710], [-1.208777, 0.516390, -0.498435], [-2.974891, 1.623106, 0.574543], [-0.001872, 0.040253, -0.145966], [-1.723893, 0.499539, -1.574887], [-1.816934, 1.042331, 0.661881], [-5.879426, 0.440456, -0.257788], [-3.711121, -1.444150, -0.085470], [0.623839, -0.298987, -0.854820], [0.323603, 0.173063, 0.794028]],
  "forces_ev_per_a": [[1.71, 1.72, 1.90], [-0.14, -0.29, -0.42], [-2.27, -1.15, -0.81], [0.15, 0.04, 0.26], [-0.02, 0.26, 0.15], [0.91, -0.35, 0.12], [-0.69, 0.42, -0.72], [0.40, -0.65, -0.47], [-0.14, 0.04, 0.00], [0.08, -0.03, -0.02]],
  "homo_energy_ha": [-0.281, -0.333],
  "orbital_gap_ev": [7.411, 8.226],
  "s2": 2.10,
  "e_tot_ev": -34220.1675,
  "charge": 0,
  "multiplicity": 3
}